*w*
Computed, not measured: the ion C5H15N2O with charge +1, with wB97M-V/def2-TZVPD.

Results
Highest occupied orbital energy (eV): -13.1
HOMO-LUMO gap (eV): 9.8
Charge: +1
LUMO energy (hartree): -0.120

Each line ends with the Mulliken charge.
Geometry (Å):
N -0.8395 -0.1189 1.7646  -0.186
C -0.4242 0.0098 0.2474  -0.329
C -1.1714 -1.2420 -0.4437  0.206
C -1.4260 -0.6254 -1.8460  -1.659
O -0.3326 -2.4209 -0.6712  -0.590
C 1.0898 -0.0681 -0.0566  -1.160
N 1.7336 0.6826 0.9776  -0.290
C 1.6951 2.1780 0.7210  -0.736
H -1.3000 -1.0804 1.6930  0.381
H -1.4692 0.6555 2.0261  0.350
H -0.0134 -0.2523 2.3829  0.394
H -0.9074 0.8521 -0.0969  0.534
H -2.1029 -1.4785 0.2028  0.355
H -2.0484 -1.2905 -2.5939  0.349
H -0.4828 -0.5296 -2.3683  0.460
H -1.9349 0.2949 -2.0768  0.393
H -0.1741 -2.5256 -1.6641  0.384
H 1.4333 0.0373 -1.0492  0.436
H 1.1460 -1.1505 0.0220  0.652
H 2.6473 0.3389 1.1935  0.264
H 2.4805 2.8890 1.0595  0.346
H 1.7106 2.1840 -0.4079  0.269
H 0.6906 2.6605 0.9844  0.177

=====

*x*
Computed, not measured: a cluster of 3 separate species, C5H15N2O in total, with wB97M-V/def2-TZVPD.

Results
Highest occupied orbital energy (eV): -14.2
HOMO-LUMO gap (eV): 4.9
Charge: +1
LUMO energy (hartree): -0.345

Each line ends with the Mulliken charge.
Geometry (Å):
C -3.1374 -0.2986 0.9962  -1.391
C -1.9484 -0.3013 0.0298  0.399
C -1.8762 1.0535 -0.7488  -0.832
C -0.6281 1.1435 -1.6471  -0.309
C 1.5606 0.9957 -0.8006  -0.240
N 0.4914 1.7269 -0.8911  -0.207
N -0.7076 -0.5286 0.7414  -0.224
H -2.9753 0.4978 1.7452  0.405
H -3.2249 -1.3244 1.4690  0.396
H -4.0681 -0.0672 0.4643  0.390
H -2.0685 -1.1239 -0.7416  0.234
H -2.7859 1.2231 -1.3220  0.441
H -1.7507 1.8931 0.0321  0.337
H -0.3517 0.1301 -2.0455  0.282
H -0.8473 1.8151 -2.4901  0.436
H 2.3330 1.4686 -0.1959  0.345
H 1.6302 -0.0080 -1.3238  0.249
H 10.0629 -0.9821 3.6256  -0.002
H 9.9798 -1.2692 4.3297  0.002
H 0.0004 -1.0253 -0.0049  0.304
H -0.8594 -1.1258 1.5447  0.352
H 0.7685 -2.3863 -1.4598  0.217
O 0.4028 -1.5068 -1.3067  -0.585

=====

Ordering by calculated energy gives the sequence *w*, *x*, with the first entry being the most stable.

=====

*w*
Computed, not measured: a cluster of 2 separate species, C5H15N2O in total, with wB97M-V/def2-TZVPD.

Results
Highest occupied orbital energy (eV): -12.6
HOMO-LUMO gap (eV): 9.3
Charge: +1
LUMO energy (hartree): -0.121

Each line ends with the Mulliken charge.
Geometry (Å):
C 0.1478 -0.4342 -2.2013  -1.124
C 1.0960 -0.6486 -0.9561  -0.224
C 1.0413 0.6298 -0.0275  -0.880
C -0.2724 0.6900 0.5469  0.094
C -0.9035 1.8576 0.7071  0.179
N -2.1784 2.1447 1.0379  -0.391
N -1.1513 -0.5258 0.8703  -0.233
H 0.4595 -0.6050 -3.2399  0.367
H -0.4690 0.5442 -2.1090  0.251
H -0.5496 -1.2588 -2.4431  0.297
H 0.6484 -1.5282 -0.3683  0.104
H 2.2419 -0.8321 -1.3200  0.342
H 1.3526 1.4714 -0.6597  0.312
H 1.8948 0.5137 0.6904  0.286
H -0.4810 2.8144 0.2329  0.262
H -2.4489 3.1133 0.9560  0.224
H -2.8013 1.5276 1.4604  0.136
H -0.6017 -1.3558 1.0037  0.251
H -1.4435 -0.4765 1.8084  0.397
H -1.8432 -0.7046 0.2297  0.325
H 2.4651 -1.6399 1.4417  0.330
H 2.0872 -3.0167 0.9269  0.336
O 1.7091 -2.2804 1.4125  -0.641

=====

*x*
Computed, not measured: the ion C5H15N2O with charge +1, with wB97M-V/def2-TZVPD.

Results
Highest occupied orbital energy (eV): -12.2
HOMO-LUMO gap (eV): 8.8
Charge: +1
LUMO energy (hartree): -0.123

Each line ends with the Mulliken charge.
Geometry (Å):
N -1.4113 0.4451 -1.7142  -0.230
C -0.3053 0.4243 -0.7013  -0.304
C 0.5995 -0.7889 -1.2929  0.103
C 2.0037 -0.7546 -0.7902  -1.292
O -0.1724 -1.9065 -0.9017  -0.499
C -0.9455 -0.0446 0.6921  -0.619
N -0.9648 1.0368 1.6295  -0.346
C 0.1049 1.0806 2.6189  -0.866
H -1.7841 -0.5118 -1.6130  0.414
H -1.0282 0.5172 -2.6573  0.316
H -2.1588 1.1356 -1.6406  0.339
H 0.1386 1.3619 -0.3958  0.432
H 0.6273 -0.7376 -2.4040  0.287
H 2.6779 -0.1187 -1.3608  0.349
H 2.3934 -1.7850 -0.8302  0.379
H 2.0380 -0.5271 0.2723  0.337
H 0.3673 -2.6831 -0.7295  0.314
H -0.3580 -0.8227 1.1937  0.244
H -1.8359 -0.6726 0.5905  0.437
H -1.2357 1.9687 1.3676  0.271
H -0.1246 1.8699 3.3269  0.360
H 0.2671 0.1374 3.1286  0.301
H 1.1068 1.3759 2.2115  0.271

=====

Ordering by calculated energy gives the sequence *x*, *w*, with the first entry being the most stable.

=====

*w*
Computed, not measured: the molecule C20H22N2O3, with wB97M-V/def2-TZVPD.

Results
Highest occupied orbital energy (eV): -8.1
HOMO-LUMO gap (eV): 8.8
LUMO energy (hartree): 0.023

Each line ends with the Mulliken charge.
Geometry (Å):
C 8.7413 0.4644 1.4538  -1.047
H 8.4911 -0.5392 1.7901  0.322
H 9.8207 0.5889 1.5024  0.347
H 8.2780 1.1770 2.1327  0.321
C 8.2386 0.6865 0.0258  -0.988
C 6.7486 0.5111 -0.0410  0.559
C 5.8954 1.5877 0.1664  -0.731
C 4.5255 1.4199 0.1463  -0.624
C 3.9712 0.1615 -0.0806  0.893
C 4.8176 -0.9233 -0.2872  -0.523
C 6.1869 -0.7393 -0.2642  -0.687
H 6.8334 -1.5896 -0.4278  0.352
H 4.3984 -1.8993 -0.4630  0.496
N 2.5773 0.0580 -0.0992  -0.166
C 1.7976 -1.0525 -0.2484  0.717
O 2.2240 -2.1849 -0.3560  -0.659
C 0.3336 -0.7628 -0.2442  0.418
C -0.5190 -1.7618 0.2220  -0.899
C -1.8827 -1.5696 0.2451  -0.681
C -2.4317 -0.3723 -0.2158  0.895
C -1.5879 0.6202 -0.7092  -0.632
C -0.2208 0.4222 -0.7205  -0.783
H 0.4056 1.1956 -1.1424  0.386
H -2.0112 1.5362 -1.0859  0.551
N -3.8160 -0.2277 -0.1683  -0.074
C -4.5846 0.8161 -0.5607  0.222
O -4.1907 1.8691 -1.0113  -0.674
C -6.0738 0.5590 -0.3384  0.437
C -6.6239 1.3980 0.8301  -0.818
H -5.8566 1.4935 1.5993  0.336
C -7.8024 0.5545 1.3337  -0.489
H -8.7566 0.9933 1.0482  0.274
C -7.6058 -0.8082 0.6397  -0.460
H -7.6144 -1.6519 1.3315  0.319
H -8.3786 -0.9688 -0.1237  0.272
O -6.3322 -0.7832 0.0235  -0.545
H -7.7823 0.4536 2.4168  0.272
H -6.9140 2.3930 0.5054  0.328
H -6.6081 0.8147 -1.2666  0.312
H -4.3383 -1.0295 0.1691  0.167
H -2.5352 -2.3478 0.6147  0.351
H -0.0852 -2.6886 0.5653  0.419
H 2.0944 0.9324 0.0532  0.131
H 3.8758 2.2702 0.3060  0.325
H 6.3081 2.5710 0.3424  0.363
H 8.7251 -0.0281 -0.6411  0.349
H 8.5083 1.6940 -0.2979  0.349

=====

*x*
Computed, not measured: the molecule C20H22N2O3, with wB97M-V/def2-TZVPD.

Results
Highest occupied orbital energy (eV): -9.0
HOMO-LUMO gap (eV): 9.4
LUMO energy (hartree): 0.012

Each line ends with the Mulliken charge.
Geometry (Å):
C -4.2847 -2.0264 -0.8886  -1.004
C -4.9646 -0.6665 -0.9851  -0.376
H -6.0429 -0.8001 -1.0881  0.374
C -4.7124 0.2108 0.2437  -1.023
N -3.3104 0.5089 0.4301  0.232
C -2.6138 1.3642 -0.3715  0.031
O -3.0688 1.9870 -1.3038  -0.698
C -1.2195 1.3478 0.1446  0.601
C -0.1004 2.0279 -0.2905  -0.728
C 1.1062 1.8000 0.3692  0.648
C 1.1612 0.9457 1.4676  -0.131
C 0.0281 0.2773 1.9116  -1.420
C -1.1537 0.4749 1.2292  0.539
C -2.5232 -0.1030 1.4830  -0.208
O -3.0397 0.1563 2.7560  -0.568
H -3.0145 1.1069 2.9230  0.385
H -2.5350 -1.1988 1.3977  0.344
H 0.0723 -0.3793 2.7670  0.494
H 2.0927 0.8081 1.9947  0.565
C 2.3061 2.5693 -0.0792  -0.175
O 2.2497 3.7525 -0.3461  -0.655
N 3.4836 1.8946 -0.1544  -0.027
C 3.7594 0.5212 0.0404  -0.276
C 4.6806 0.1896 1.0319  -0.166
C 5.0240 -1.1260 1.2686  -0.588
C 4.4525 -2.1260 0.4999  -0.733
C 3.5613 -1.7959 -0.5025  -0.588
C 3.1958 -0.4779 -0.7578  0.834
C 2.2670 -0.1797 -1.9034  -0.741
H 2.7554 -0.4936 -2.8311  0.453
C 0.9287 -0.9100 -1.7833  -1.177
H 0.4755 -0.7234 -0.8134  0.245
H 1.0578 -1.9831 -1.8984  0.471
H 0.2457 -0.5638 -2.5549  0.388
H 2.0889 0.8929 -1.9744  0.407
H 3.1478 -2.5788 -1.1204  0.358
H 4.7135 -3.1592 0.6718  0.402
H 5.7345 -1.3685 2.0441  0.390
H 5.1212 0.9830 1.6190  0.438
H 4.2862 2.4886 -0.3250  0.245
H -0.1521 2.7149 -1.1206  0.524
H -5.2473 1.1576 0.1182  0.335
H -5.0636 -0.2815 1.1536  0.449
H -4.6028 -0.1350 -1.8661  0.312
H -3.2023 -1.9150 -0.8727  0.157
H -4.5475 -2.6395 -1.7473  0.374
H -4.5964 -2.5491 0.0139  0.284

=====

*y*
Computed, not measured: a cluster of 2 separate species, C20H22N2O3 in total, with wB97M-V/def2-TZVPD.

Results
Highest occupied orbital energy (eV): -6.1
HOMO-LUMO gap (eV): 4.3
LUMO energy (hartree): -0.067

Each line ends with the Mulliken charge.
Geometry (Å):
C -5.4785 -1.9560 -0.4790  -0.685
C -5.2240 -0.4714 -0.7498  -0.478
C -4.2610 0.1229 0.2704  -0.827
N -3.0290 -0.6757 0.3536  0.145
C -1.8696 -0.2016 -0.0524  0.311
C -0.6652 -0.9221 -0.0234  -0.254
C 0.3516 -0.5715 -0.8753  -0.104
C 1.6192 -1.2292 -0.9664  0.617
C 2.4827 -0.9811 -2.0699  -0.415
C 3.7058 -1.6302 -2.1794  -0.571
C 4.1193 -2.5281 -1.1806  -0.346
C 3.2898 -2.7743 -0.0756  -0.702
C 2.0574 -2.1371 0.0342  -0.240
C -3.2816 -2.0724 0.7333  -0.646
C -4.1884 -2.7556 -0.2850  -0.535
H -6.0792 -2.0438 0.4339  0.305
H -6.0649 -2.3836 -1.2967  0.331
H -4.8144 -0.3425 -1.7595  0.293
H -6.1567 0.0983 -0.7096  0.347
H -3.9760 1.1509 0.0251  0.386
H -4.7166 0.0852 1.2698  0.342
H -1.8625 0.8179 -0.4582  0.254
H -0.5683 -1.7539 0.6809  0.074
H 0.1661 0.2631 -1.5553  0.273
H 2.1509 -0.2711 -2.8308  0.341
H 4.3447 -1.4419 -3.0433  0.377
H 5.0825 -3.0304 -1.2636  0.377
H 3.6111 -3.4663 0.7044  0.369
H 1.4225 -2.3063 0.9080  0.393
H -2.3470 -2.6181 0.8780  0.231
H -3.8193 -2.0178 1.6908  0.345
H -4.4068 -3.7724 0.0577  0.338
H -3.6644 -2.8529 -1.2442  0.293
O 0.3319 1.5930 1.4615  -0.753
C 1.3572 2.2983 1.3561  0.169
C 1.3853 3.5520 0.5887  -0.535
C 2.5429 4.2429 0.3650  -0.252
C 3.7587 3.7991 0.9384  -0.078
N 4.9524 4.5329 0.7133  0.931
O 6.0152 4.1391 1.2518  -0.652
O 4.9044 5.5521 -0.0172  -0.654
C 3.7876 2.6349 1.7440  -0.294
C 2.6415 1.9260 1.9698  -0.403
H 0.4442 3.8988 0.1644  0.360
H 2.5534 5.1430 -0.2488  0.411
H 4.7380 2.3238 2.1768  0.410
H 2.6570 1.0331 2.5939  0.400

=====

*z*
Computed, not measured: the molecule C20H22N2O3, with wB97M-V/def2-TZVPD.

Results
Highest occupied orbital energy (eV): -8.3
HOMO-LUMO gap (eV): 9.0
LUMO energy (hartree): 0.023

Each line ends with the Mulliken charge.
Geometry (Å):
C -0.1563 -2.2889 -0.9962  -1.297
H -1.0552 -2.8970 -1.0547  0.439
H 0.4240 -2.4147 -1.9067  0.412
H -0.4572 -1.2477 -0.9017  0.080
C 0.6561 -2.7105 0.2407  1.282
O -0.1155 -2.5296 1.4026  -0.660
H 0.2581 -1.7552 1.8612  0.382
C 1.0683 -4.1847 0.1553  -1.818
H 1.4723 -4.4380 -0.8215  0.392
H 1.7991 -4.4191 0.9260  0.393
H 0.1832 -4.7912 0.3302  0.459
C 1.8664 -1.7635 0.3550  0.566
O 1.8869 -0.9144 1.2274  -0.711
N 2.8333 -1.9432 -0.5743  0.412
N 4.0794 -1.3601 -0.5807  -1.075
C 4.2556 -0.1218 -0.3494  -0.448
C 3.3019 0.9640 -0.1694  0.016
C 2.1139 1.0244 -0.8947  -0.109
C 1.2147 2.0543 -0.7101  -0.001
C 1.4723 3.0419 0.2373  0.488
C 2.6837 3.0140 0.9338  -0.735
C 3.5895 2.0019 0.7199  -0.666
H 4.5157 1.9834 1.2753  0.407
H 2.8815 3.7993 1.6465  0.444
O 0.6330 4.0636 0.5483  -0.448
C -0.6880 4.0419 0.0383  -0.736
C -1.4198 2.7807 0.3880  -0.431
C -2.3501 2.2159 -0.3758  -0.251
C -3.0303 0.9587 -0.0902  0.943
C -2.4715 -0.0083 0.7459  -0.351
C -3.1172 -1.2096 0.9670  -0.437
C -4.3379 -1.4641 0.3630  -0.537
C -4.9048 -0.5137 -0.4706  -0.517
C -4.2527 0.6820 -0.7032  -0.521
H -4.6949 1.4185 -1.3598  0.375
H -5.8546 -0.7091 -0.9474  0.379
H -4.8430 -2.4031 0.5354  0.401
H -2.6524 -1.9531 1.5962  0.382
H -1.5116 0.1701 1.2060  0.057
H -2.6506 2.7092 -1.2939  0.319
H -1.1221 2.3404 1.3291  0.376
H -1.1671 4.9051 0.5160  0.343
H -0.6877 4.2086 -1.0484  0.360
H 0.3091 2.0681 -1.2946  0.379
H 1.8950 0.2653 -1.6321  0.562
H 5.3054 0.1469 -0.2863  0.443
H 2.8422 -2.8174 -1.0827  0.261

=====

Ordering by calculated energy gives the sequence *x*, *w*, *z*, *y*, with the first entry being the most stable.

=====

*w*
Computed, not measured: the ion C5H10NO2 with charge -1, with wB97M-V/def2-TZVPD.

Results
Highest occupied orbital energy (eV): -3.6
HOMO-LUMO gap (eV): 7.2
Charge: -1
LUMO energy (hartree): 0.134

Each line ends with the Mulliken charge.
Geometry (Å):
C -0.0185 1.1001 1.3366  -0.397
C 1.0440 2.2020 1.4067  -1.188
C -0.1253 0.4218 -0.0330  -0.649
N 0.4313 -0.9522 -0.0319  -0.401
C 0.1566 -1.7007 -1.2810  -0.565
C -1.3311 -2.1002 -1.6850  0.569
O -2.2096 -1.2374 -1.4781  -0.692
O -1.4282 -3.2370 -2.1900  -0.750
H -1.0332 1.5255 1.4615  0.253
H -0.0470 0.4324 2.2011  0.391
H 1.3269 2.3208 2.4521  0.346
H 1.9258 1.7999 0.8983  0.323
H 0.7272 3.1074 0.9076  0.297
H 0.5377 0.9452 -0.7403  0.309
H -1.0510 0.5892 -0.5842  0.394
H -0.0878 -1.4446 0.6927  0.263
H 0.6461 -2.6745 -1.2185  0.246
H 0.5361 -1.0978 -2.1144  0.251

=====

*x*
Computed, not measured: the ion C5H10NO2 with charge -1, with wB97M-V/def2-TZVPD.

Results
Highest occupied orbital energy (eV): -2.8
HOMO-LUMO gap (eV): 6.8
Charge: -1
LUMO energy (hartree): 0.147

Each line ends with the Mulliken charge.
Geometry (Å):
C 0.4350 1.6219 1.1764  -0.011
N -0.1658 0.5716 0.6231  0.265
C -0.6966 -0.4258 1.5345  -0.969
C 1.4082 -0.2509 -1.0574  -1.358
C 0.0067 0.2745 -0.8086  0.028
C -1.1517 -0.7788 -1.1707  -0.662
O -2.3196 -0.5089 -0.6937  -0.829
O 1.1534 2.3967 0.5255  -0.655
H 0.2487 1.9170 2.2091  0.361
H -0.0372 -1.3045 1.4579  0.283
H -0.5426 -0.1361 2.5786  0.380
H -1.7270 -0.7437 1.4807  0.261
H 1.5213 -1.2360 -0.5954  0.324
H 2.1994 0.3235 -0.5729  0.364
H 1.6538 -0.1940 -2.1199  0.342
H -0.2576 1.1541 -1.3860  0.455
H -1.0741 -0.8714 -2.3052  0.299
H -0.6543 -1.8093 -0.8762  0.123

=====

Ordering by calculated energy gives the sequence *w*, *x*, with the first entry being the most stable.